Entry one
{"formula": "C2H10BrN4", "method": "wB97M-V/def2-TZVPD", "orbital_gap_ev": 9.0, "total_charge": 1, "lumo_energy_ev": -4.5, "homo_ev": -13.5, "symbols": ["C", "C", "N", "N", "N", "N", "Br", "H", "H", "H", "H", "H", "H", "H", "H", "H", "H"], "positions_angstrom": [[1.1781, 0.4459, -1.0135], [-1.0402, 0.5023, -0.5322], [0.5171, 1.5478, 0.9678], [-2.2233, 0.9050, 0.0238], [0.1414, 0.7865, -0.1422], [-0.6826, -2.0290, 0.6420], [-3.9406, 0.0577, -0.1059], [1.2121, 1.1413, -1.8944], [2.2009, 0.4040, -0.5194], [1.0544, -0.5857, -1.5402], [-1.2023, -0.2439, -1.3438], [1.4672, 1.8578, 1.0327], [-0.0331, 2.3414, 1.1769], [-2.2372, 1.2136, 1.0666], [-0.5183, -1.4351, 1.4979], [-1.4931, -2.5984, 0.7553], [0.0173, -2.8104, 0.3672]]}

=====

Entry two
{"formula": "C2H10BrN4", "method": "wB97M-V/def2-TZVPD", "orbital_gap_ev": 9.7, "smiles": "C[NH2+]N[C@H](N)NBr", "total_charge": 1, "lumo_energy_ev": -3.8, "homo_ev": -13.4, "symbols": ["C", "N", "N", "C", "N", "N", "Br", "H", "H", "H", "H", "H", "H", "H", "H", "H", "H"], "positions_angstrom": [[1.1491, 0.6968, 1.9563], [0.8523, -0.3791, 0.9382], [0.6134, 0.2048, -0.4231], [-0.5451, -0.4090, -1.1276], [-0.9354, 0.3288, -2.2481], [-1.5270, -0.4253, -0.0742], [-2.7049, -1.8993, 0.2867], [0.1591, 0.9893, 2.2918], [1.8642, 0.3095, 2.7807], [1.6701, 1.5958, 1.4336], [-0.1382, -0.7545, 1.2094], [1.5757, -1.2256, 0.7996], [1.5933, 0.2812, -0.8800], [-0.3351, -1.4013, -1.5402], [-0.3233, 0.2051, -3.1751], [-0.9537, 1.3601, -2.0721], [-2.0144, 0.5226, -0.1558]]}

=====

Of them, entry two has the lowest stability.

=====

Entry one
{"formula": "C2H4OS2", "method": "wB97M-V/def2-TZVPD", "orbital_gap_ev": 7.3, "lumo_energy_ev": -1.2, "homo_ev": -8.5, "symbols": ["C", "C", "H", "H", "H", "H", "O", "S", "S"], "positions_angstrom": [[-0.2857, -0.7962, 0.2438], [0.4743, 0.4203, 0.1266], [-1.7715, -0.1505, -0.9425], [-0.1685, -1.3183, 1.3471], [0.6806, -1.6138, -0.2165], [0.8668, 2.5858, -0.7600], [-1.6673, -1.0118, -0.0272], [-0.3278, 1.9297, 0.1834], [2.1990, -0.0452, 0.0454]]}

=====

Entry two
{"formula": "C2H4OS2", "method": "wB97M-V/def2-TZVPD", "orbital_gap_ev": [8.5, 7.1], "lumo_energy_ev": [0.5, 0.0], "homo_ev": [-7.9, -7.1], "symbols": ["C", "C", "O", "S", "S", "H", "H", "H", "H"], "positions_angstrom": [[1.0282, 0.9966, 0.4940], [-0.5764, -0.9604, 0.6257], [0.1071, 0.0350, 0.1289], [1.5029, 2.1022, -0.7877], [-1.3178, -2.1491, -0.4360], [0.7017, 1.4470, 1.4991], [-0.7416, -1.3126, 1.7144], [2.6217, 1.3927, -0.8928], [-0.8099, -1.2536, -1.3826]]}

=====

Of them, entry one has the lowest stability.